Molecular formula: C25H63NO14
Method: DFT, ωB97M-V/def2-TZVPD

Last column: Mulliken charge in e.
Geometry (Å):
C (0.96, -0.54, 0.78)  -0.68
N (2.15, -0.50, -0.13)  0.85
O (2.94, 0.40, 0.07)  -0.52
O (2.32, -1.32, -1.01)  -0.52
H (0.49, 0.45, 0.82)  0.26
H (1.42, -0.81, 1.73)  0.28
H (0.31, -1.38, 0.54)  0.32
C (-0.23, 0.61, -5.75)  -0.83
O (-0.71, 0.92, -7.07)  -0.35
C (-1.46, 2.12, -7.21)  -0.69
C (-2.91, 2.00, -7.72)  -0.47
O (-3.62, 1.14, -6.85)  -0.19
C (-5.00, 1.23, -6.93)  -0.77
H (0.48, 1.38, -5.44)  0.38
H (0.24, -0.36, -5.57)  0.29
H (-0.88, 0.63, -4.88)  0.33
H (-0.89, 2.85, -7.79)  0.43
H (-1.47, 2.61, -6.23)  0.35
H (-3.02, 1.64, -8.74)  0.34
H (-3.25, 3.04, -7.74)  0.34
H (-5.37, 2.23, -6.71)  0.32
H (-5.50, 0.59, -6.20)  0.20
H (-5.44, 0.80, -7.83)  0.31
C (8.46, -5.39, -7.88)  -0.66
O (8.98, -5.37, -6.47)  -0.35
C (8.96, -4.11, -5.94)  -0.60
C (7.65, -3.77, -5.13)  -0.45
O (6.50, -3.88, -6.00)  -0.30
C (5.25, -3.70, -5.26)  -0.73
H (7.47, -4.93, -7.90)  0.26
H (8.50, -6.38, -8.33)  0.27
H (9.01, -4.84, -8.64)  0.29
H (9.25, -3.27, -6.56)  0.35
H (9.73, -4.00, -5.17)  0.37
H (7.72, -2.78, -4.68)  0.37
H (7.56, -4.49, -4.31)  0.33
H (5.04, -4.48, -4.53)  0.30
H (4.35, -3.65, -5.87)  0.26
H (5.32, -2.70, -4.82)  0.29
C (-1.17, 0.25, 6.30)  -0.65
O (-1.45, 1.58, 6.18)  -0.36
C (-1.10, 2.28, 4.97)  -0.26
C (-1.37, 3.77, 5.08)  -0.48
O (-1.16, 4.50, 3.84)  -0.33
C (-2.24, 4.41, 2.96)  -0.75
H (-1.73, -0.39, 5.62)  0.26
H (-1.43, 0.00, 7.33)  0.22
H (-0.11, 0.15, 6.05)  0.30
H (-1.79, 1.87, 4.23)  0.23
H (-0.07, 2.09, 4.66)  0.31
H (-0.77, 4.32, 5.80)  0.33
H (-2.41, 3.94, 5.37)  0.32
H (-1.96, 5.03, 2.11)  0.25
H (-3.13, 4.92, 3.32)  0.30
H (-2.48, 3.38, 2.70)  0.30
C (-6.45, 1.24, -0.50)  -0.74
O (-6.12, 0.14, -1.31)  -0.33
C (-4.84, -0.37, -1.12)  -0.37
C (-4.77, -1.72, -1.89)  -0.44
O (-3.40, -2.15, -1.81)  -0.26
C (-3.14, -3.39, -2.53)  -0.75
H (-7.22, 1.83, -0.99)  0.26
H (-5.58, 1.89, -0.51)  0.31
H (-6.76, 1.05, 0.53)  0.27
H (-4.53, -0.55, -0.09)  0.33
H (-4.17, 0.33, -1.62)  0.27
H (-5.04, -1.44, -2.91)  0.25
H (-5.49, -2.50, -1.60)  0.35
H (-3.86, -4.19, -2.32)  0.30
H (-2.17, -3.80, -2.24)  0.25
H (-3.04, -3.14, -3.58)  0.30
C (5.02, 4.46, 3.67)  -0.68
O (5.11, 5.31, 4.79)  -0.33
C (4.28, 6.43, 4.91)  -0.47
C (4.73, 7.46, 5.96)  -0.52
O (5.64, 8.39, 5.48)  -0.40
C (6.82, 7.89, 4.87)  -0.66
H (5.88, 3.80, 3.71)  0.26
H (5.12, 4.94, 2.69)  0.32
H (4.05, 3.96, 3.66)  0.24
H (3.29, 6.10, 5.25)  0.38
H (4.15, 6.94, 3.96)  0.37
H (5.28, 6.98, 6.77)  0.35
H (3.81, 7.94, 6.29)  0.32
H (6.77, 7.63, 3.81)  0.24
H (7.14, 6.91, 5.23)  0.31
H (7.61, 8.65, 4.88)  0.28
C (-5.44, -3.70, 6.45)  -0.81
O (-4.94, -4.34, 5.25)  -0.27
C (-4.78, -5.73, 5.45)  -0.51
C (-4.66, -6.50, 4.15)  -0.55
O (-3.56, -6.16, 3.32)  -0.35
C (-3.79, -4.87, 2.67)  -0.70
H (-4.65, -3.77, 7.19)  0.32
H (-6.38, -4.06, 6.86)  0.31
H (-5.62, -2.63, 6.35)  0.26
H (-5.56, -6.09, 6.12)  0.44
H (-3.96, -5.93, 6.14)  0.37
H (-5.63, -6.36, 3.66)  0.31
H (-4.44, -7.55, 4.33)  0.31
H (-4.75, -4.87, 2.14)  0.29
H (-2.98, -4.56, 2.02)  0.30
H (-3.96, -3.97, 3.25)  0.28

The spin multiplicity is 1. The molar mass is 601.772 g mol⁻¹. The HOMO-LUMO gap is 9.410 eV. The total charge is 0. Its HOMO energy is -9.38 eV. As for the SMILES: C[N+](=O)[O-].COCCOC.COCCOC.COCCOC.COCCOC.COCCOC.COCCOC. The energy relative to the best compared isomer or geometry (same formula, charge and spin) comes out at 1242.28 kJ/mol.